{
  "formula": "C50H50CdF3N7O4S",
  "method": "ωB97M-V with the def2-TZVPD basis set",
  "total_charge": -2,
  "e_homo_ev": -2.6,
  "orbital_gap_ev": 6.616,
  "species": ["Cd", "C", "C", "C", "C", "C", "C", "C", "C", "C", "C", "C", "C", "N", "C", "O", "C", "C", "C", "C", "C", "N", "C", "O", "N", "C", "C", "C", "C", "C", "C", "C", "C", "C", "C", "C", "C", "H", "H", "H", "H", "H", "H", "H", "H", "H", "H", "H", "H", "H", "H", "H", "H", "H", "H", "H", "H", "H", "H", "H", "H", "H", "H", "H", "H", "H", "H", "H", "H", "H", "H", "H", "H", "H", "O", "C", "C", "C", "C", "C", "C", "C", "O", "N", "N", "C", "C", "C", "C", "C", "C", "N", "H", "H", "H", "H", "H", "H", "H", "H", "H", "H", "F", "C", "F", "F", "C", "C", "C", "C", "N", "C", "S", "H", "H", "H"],
  "xyz": [[0.549827, -0.385057, -0.746437], [-2.245954, -0.874278, -5.328628], [-2.589507, 0.453263, -4.635489], [-1.414033, 1.422314, -4.757202], [-3.171394, 0.178274, -3.245211], [-4.463820, -0.356510, -3.281934], [-5.174153, -0.665269, -2.138860], [-4.604849, -0.394025, -0.903893], [-3.332273, 0.146411, -0.810743], [-2.812796, 0.593424, 0.553689], [-3.113405, -0.379561, 1.693415], [-3.394659, 1.980383, 0.867169], [-2.576277, 0.401063, -1.989491], [-1.251432, 0.858700, -1.800658], [-1.044108, 2.160558, -1.711491], [-1.834853, 3.101944, -1.915884], [0.337792, 2.547005, -1.220024], [0.989567, 3.670652, -1.699384], [2.182142, 4.040070, -1.093803], [2.596324, 3.370621, 0.051136], [1.857191, 2.287419, 0.512233], [0.806692, 1.834726, -0.187945], [2.030651, 1.867114, 1.982971], [2.982345, 2.400308, 2.597073], [0.999436, 1.193715, 2.449055], [0.755805, 1.248355, 3.828806], [1.104750, 0.206314, 4.712271], [0.856737, 0.344453, 6.073109], [0.260518, 1.486127, 6.589452], [-0.151458, 2.481210, 5.714289], [0.061187, 2.367876, 4.343957], [-0.434780, 3.450282, 3.398921], [0.462557, 4.691186, 3.470703], [-1.898266, 3.818181, 3.664735], [1.722262, -1.056539, 4.162379], [2.933437, -1.530364, 4.967231], [0.661772, -2.155096, 4.058534], [-1.820880, -0.686458, -6.321641], [-1.518145, -1.425609, -4.735633], [-3.132165, -1.504444, -5.446437], [-3.414447, 0.898447, -5.200099], [-0.502140, 0.995381, -4.339761], [-1.240322, 1.636203, -5.817274], [-1.622058, 2.361402, -4.243128], [-4.926876, -0.523377, -4.250903], [-6.167059, -1.098414, -2.206837], [-5.175609, -0.591447, -0.002657], [-1.733398, 0.698785, 0.498318], [-4.188188, -0.485457, 1.873321], [-2.703637, -1.367641, 1.481942], [-2.649000, -0.016029, 2.614459], [-4.484118, 1.912916, 0.966776], [-2.979858, 2.374072, 1.801687], [-3.164701, 2.680527, 0.061609], [0.559302, 4.217704, -2.528229], [2.753899, 4.878256, -1.475322], [3.446462, 3.676331, 0.644924], [1.152395, -0.449338, 6.753707], [0.119502, 1.596749, 7.659728], [-0.645225, 3.364837, 6.109644], [-0.365848, 3.037455, 2.392881], [0.409670, 5.138517, 4.470017], [1.501286, 4.415738, 3.271265], [0.147135, 5.444471, 2.738720], [-2.011378, 4.341843, 4.620099], [-2.273761, 4.477709, 2.875114], [-2.522113, 2.921236, 3.693563], [2.060057, -0.825751, 3.160704], [2.634126, -1.952489, 5.934556], [3.475852, -2.302830, 4.414124], [3.617515, -0.697740, 5.150228], [0.250438, -2.394843, 5.045676], [-0.160925, -1.824636, 3.417346], [1.086880, -3.068249, 3.627382], [-1.437291, -4.106388, 1.930354], [-2.406185, -4.328431, 1.026450], [-3.450779, -5.185906, 1.379986], [-4.491204, -5.414801, 0.497712], [-4.518878, -4.790607, -0.746476], [-3.466538, -3.967984, -1.115781], [-2.397471, -3.743060, -0.253316], [-1.237459, -2.912449, -0.687042], [-0.489161, -2.377645, 0.199188], [-1.038201, -2.874397, -2.003014], [-0.110770, -1.962700, -2.344700], [0.446201, -2.036367, -3.484152], [1.304952, -0.938138, -3.938762], [1.734794, -0.887322, -5.264007], [2.501413, 0.184564, -5.686607], [2.846009, 1.166278, -4.769923], [2.390066, 1.027887, -3.466682], [1.628182, 0.019815, -3.064353], [-0.853976, -3.405395, 1.556663], [-3.426544, -5.644007, 2.361489], [-5.291524, -6.091942, 0.779732], [-5.356923, -4.945218, -1.417027], [-3.452428, -3.483760, -2.084963], [0.252991, -2.873378, -4.148886], [1.450193, -1.679511, -5.946410], [2.833692, 0.253076, -6.716411], [3.456411, 2.014772, -5.053776], [2.656555, 1.759588, -2.709843], [7.029546, -0.021027, 0.992449], [5.884754, -0.774980, 1.048127], [6.222860, -1.888966, 1.773465], [5.015803, -0.085343, 1.760884], [5.468998, -1.170730, -0.342570], [6.514103, -1.390053, -1.223411], [6.271184, -1.839431, -2.509117], [4.945590, -2.050102, -2.847125], [3.924626, -1.855611, -2.026098], [4.123848, -1.421256, -0.758834], [2.779917, -1.311879, 0.317284], [7.528483, -1.193284, -0.897383], [7.076056, -2.030058, -3.206067], [4.682465, -2.402933, -3.844964]],
  "atomic_forces_ev_per_a": [[0.127, -0.400, 0.004], [-0.075, 0.080, -0.057], [0.212, -0.120, 0.066], [-0.059, -0.002, 0.113], [0.003, 0.011, 0.002], [-0.035, -0.036, 0.097], [0.026, -0.003, -0.066], [-0.014, -0.052, -0.001], [0.094, 0.094, 0.043], [-0.261, -0.059, -0.067], [0.029, -0.041, -0.067], [0.127, 0.042, -0.004], [-0.240, 0.111, 0.251], [0.220, 0.019, -0.033], [-0.200, -0.129, -0.116], [0.153, -0.049, -0.198], [-0.035, -0.113, 0.251], [0.130, 0.158, -0.028], [-0.096, -0.106, 0.077], [0.048, -0.032, -0.090], [-0.127, 0.085, 0.178], [0.081, 0.342, -0.146], [-0.171, 0.169, 0.309], [-0.086, -0.147, -0.197], [-0.034, -0.138, -0.053], [0.130, 0.076, -0.025], [0.009, 0.134, -0.118], [-0.021, 0.028, 0.040], [0.007, -0.004, -0.043], [-0.004, -0.066, -0.036], [0.021, 0.033, -0.036], [0.017, 0.064, 0.240], [0.023, -0.037, -0.089], [0.091, 0.034, 0.048], [0.020, -0.093, 0.201], [0.004, 0.026, 0.012], [0.012, -0.014, -0.135], [-0.016, -0.027, 0.042], [-0.028, -0.023, -0.021], [0.085, 0.015, 0.040], [-0.064, 0.048, -0.006], [-0.031, 0.054, -0.003], [0.009, -0.026, 0.013], [0.022, -0.027, 0.022], [0.031, 0.000, -0.002], [0.031, 0.041, 0.001], [0.073, -0.004, -0.019], [0.143, 0.025, 0.013], [0.049, 0.034, 0.020], [0.000, -0.044, 0.007], [-0.028, -0.003, -0.029], [0.030, 0.005, 0.023], [-0.096, -0.138, -0.228], [-0.038, -0.007, 0.045], [-0.025, 0.002, 0.068], [-0.001, 0.027, 0.014], [-0.008, 0.013, -0.005], [0.002, 0.006, -0.062], [-0.048, -0.016, -0.032], [0.002, -0.022, -0.043], [-0.028, -0.025, -0.048], [0.007, -0.003, -0.038], [-0.052, 0.026, 0.014], [0.020, -0.043, 0.054], [0.003, -0.026, -0.027], [0.008, -0.050, 0.060], [0.026, 0.117, 0.063], [0.115, 0.049, -0.287], [0.044, 0.034, -0.055], [-0.050, 0.014, 0.040], [-0.007, -0.068, -0.011], [0.018, 0.008, -0.043], [0.037, -0.053, 0.057], [-0.048, 0.059, 0.027], [0.001, -0.044, 0.014], [-0.137, 0.079, -0.159], [0.007, 0.037, 0.010], [0.005, -0.024, -0.010], [-0.016, 0.011, -0.015], [-0.088, -0.099, 0.015], [0.180, -0.047, 0.106], [0.381, -0.009, 0.038], [-0.571, 0.171, -0.276], [-0.185, -0.133, 0.036], [0.111, -0.041, 0.252], [0.080, 0.109, -0.052], [0.138, -0.009, 0.014], [0.018, -0.043, -0.058], [0.023, -0.024, 0.051], [0.010, -0.049, -0.087], [0.047, 0.012, 0.103], [0.064, 0.009, 0.101], [0.052, 0.090, -0.056], [0.003, 0.002, -0.028], [0.007, 0.073, 0.029], [0.068, 0.000, 0.008], [0.035, 0.006, 0.067], [-0.088, -0.034, -0.117], [-0.009, 0.028, 0.010], [-0.020, -0.024, 0.023], [-0.036, -0.035, 0.055], [-0.061, -0.051, -0.022], [-0.122, -0.142, 0.168], [0.069, -0.103, 0.066], [-0.060, 0.325, -0.080], [0.128, 0.016, -0.031], [-0.190, -0.029, -0.114], [0.032, 0.071, 0.021], [0.015, -0.033, 0.016], [-0.180, 0.061, 0.012], [-0.102, 0.111, -0.071], [0.300, -0.223, -0.168], [-0.155, 0.147, 0.099], [-0.044, -0.052, -0.002], [-0.025, 0.023, -0.030], [0.006, 0.029, 0.070]],
  "lowdin_charge": [1.309, -0.065, -0.353, -0.066, -0.119, -0.075, -0.105, -0.054, -0.127, -0.359, -0.055, -0.039, -0.160, 0.028, -0.550, -0.014, -0.223, -0.037, -0.069, -0.011, -0.193, 0.066, -0.545, -0.043, 0.100, -0.165, -0.143, -0.064, -0.115, -0.067, -0.136, -0.367, -0.061, -0.090, -0.380, -0.075, -0.057, 0.071, 0.048, 0.068, 0.123, 0.053, 0.073, 0.069, 0.101, 0.089, 0.102, 0.093, 0.067, 0.062, 0.079, 0.080, 0.044, 0.069, 0.112, 0.097, 0.109, 0.098, 0.081, 0.096, 0.116, 0.070, 0.069, 0.072, 0.063, 0.076, 0.066, 0.081, 0.061, 0.072, 0.082, 0.076, 0.074, 0.078, 0.052, -0.276, -0.028, -0.112, -0.110, -0.038, -0.090, -0.450, -0.154, 0.059, -0.071, -0.135, -0.298, -0.039, -0.081, -0.064, -0.128, 0.071, 0.067, 0.108, 0.090, 0.088, 0.104, 0.116, 0.107, 0.098, 0.097, 0.099, 0.082, -0.588, 0.100, 0.130, -0.140, -0.043, -0.094, -0.176, 0.035, -0.713, 0.571, 0.113, 0.084, 0.096]
}